1.
Entry from the Open Molecules 2025 dataset: a 2-piece molecular cluster, C4H11NO overall (ωB97M-V/def2-TZVPD).

## Properties
spin multiplicity	2
net charge	-1
orbital gap (alpha / beta)	7.21 / 6.32	eV
HOMO energy (alpha / beta)	-0.113 / -0.080	hartree
ΔE to the lowest compared entry with this formula, charge and spin	34.13	kcal per mole
F_max	1.09	eV Å⁻¹
calculated total energy	-288.8877	Eh

Geometry as XYZ:
```
17
Properties=species:S:1:pos:R:3:lowdin_spin:R:1
C 0.43196 1.01934 1.54635 -0.003
C 1.46935 0.39187 0.59240 0.000
N 1.04305 0.39552 -0.79465 0.003
C -0.13436 -0.43184 -1.13562 0.026
C -1.45828 0.29084 -1.45008 -0.001
O -1.43100 -1.98749 1.07117 0.970
H -0.42083 0.32192 1.59240 -0.004
H 0.21762 2.03834 1.22072 0.000
H 0.84113 0.99698 2.56034 0.000
H 1.64643 -0.62921 0.97937 -0.001
H 2.41304 0.94053 0.68290 0.000
H 1.78723 0.19315 -1.44809 0.000
H -0.40004 -1.05420 -0.26040 0.011
H 0.08693 -1.10714 -1.96960 0.000
H -2.10894 -0.50492 -1.80956 0.000
H -1.83995 0.64015 -0.49075 -0.001
H -1.42009 1.11909 -2.16171 0.000
```

2.
Entry from the Open Molecules 2025 dataset: a 2-piece molecular cluster, C4H11NO overall (ωB97M-V/def2-TZVPD).

## Properties
spin multiplicity	2
net charge	-1
orbital gap (alpha / beta)	2.32 / 8.27	eV
HOMO energy (alpha / beta)	0.046 / -0.168	hartree
ΔE to the lowest compared entry with this formula, charge and spin	48.18	kcal per mole
F_max	2.65	eV Å⁻¹
calculated total energy	-288.8653	Eh

Geometry as XYZ:
```
17
Properties=species:S:1:pos:R:3:lowdin_spin:R:1
C -1.17819 0.82619 -2.28713 0.070
C -1.78177 0.55296 -0.87830 0.055
C -1.05557 0.03941 0.13084 0.087
N -1.42693 0.35160 1.49124 0.002
C -0.56070 0.88192 2.59255 0.134
H -1.95942 1.10396 -2.92704 0.004
H -0.65136 -0.09005 -2.52751 0.015
H -0.38545 1.62697 -2.36677 0.024
H -2.75956 1.00841 -0.82817 0.003
H -0.29268 -0.74066 -0.03354 0.055
H -2.17463 1.06746 1.34725 0.003
H -1.22156 1.71415 3.01947 0.016
H 0.53275 1.18968 2.33205 0.052
H -0.42708 0.06657 3.39399 0.017
H 5.89499 -3.18608 -0.93014 0.055
H 4.44987 -2.86886 -0.58846 0.114
O 4.99727 -3.54364 -0.94033 0.293
```